1 | Formula: C3H5IO
Source: the OMol25 dataset
Level of theory: the ωB97M-V functional and the def2-TZVPD basis

Geometry as XYZ:
```
10
Properties=species:S:1:pos:R:3
C 0.55 1.90 -0.47
C 0.07 1.04 0.39
C -0.56 -1.61 0.05
O 0.51 -2.36 0.37
I -1.04 1.81 2.06
H 0.65 2.99 -0.37
H 1.05 1.52 -1.42
H -0.88 -1.45 -0.85
H -1.25 -1.35 0.76
H 0.90 -2.49 -0.51
```

E_LUMO (alpha / beta) = -0.95 / 0.12 eV
Kohn-Sham gap (alpha / beta) = 0.2526 / 0.3127 Eh
Multiplicity = 1
HOMO energy (alpha / beta) = -7.8272 / -8.3896 eV

Just the natural (NBO) charges please, in e? Sure, here they are: atom 1 (C): -0.585, atom 2 (C): -0.234, atom 3 (C): 0.132, atom 4 (O): -0.607, atom 5 (I): 0.058, atom 6 (H): 0.216, atom 7 (H): 0.211, atom 8 (H): 0.147, atom 9 (H): 0.176, atom 10 (H): 0.487


2 | Formula: C3H5IO
Source: the OMol25 dataset
Level of theory: the ωB97M-V functional and the def2-TZVPD basis

Geometry as XYZ:
```
10
Properties=species:S:1:pos:R:3
C -0.12 -0.73 -0.91
C -0.18 -2.10 -0.40
C 0.30 2.92 1.31
O -0.40 -0.23 -1.94
I 0.27 0.89 0.92
H 0.40 -2.84 -1.03
H 0.14 -2.33 0.65
H -1.16 -2.41 -0.45
H -0.57 3.43 0.76
H 1.33 3.40 1.07
```

E_LUMO (alpha / beta) = -0.31 / -0.28 eV
Kohn-Sham gap (alpha / beta) = 0.2549 / 0.2838 Eh
Multiplicity = 1
HOMO energy (alpha / beta) = -7.2491 / -8.0019 eV

Just the natural (NBO) charges please, in e? Sure, here they are: atom 1 (C): 0.517, atom 2 (C): -0.775, atom 3 (C): -0.732, atom 4 (O): -0.485, atom 5 (I): 0.334, atom 6 (H): 0.259, atom 7 (H): 0.250, atom 8 (H): 0.254, atom 9 (H): 0.189, atom 10 (H): 0.189


3 | Formula: C3H5IO
Source: the OMol25 dataset
Level of theory: the ωB97M-V functional and the def2-TZVPD basis

Geometry as XYZ:
```
10
Properties=species:S:1:pos:R:3
C 0.00 0.43 -0.39
C -0.44 -1.06 -0.54
C 0.50 0.80 1.01
O 0.82 -0.14 -1.42
I -2.04 -1.70 -1.71
H -0.76 1.06 -0.76
H 0.14 -1.96 -0.20
H 1.24 1.59 0.87
H 0.86 -0.12 1.57
H -0.33 1.11 1.59
```

E_LUMO = 0.37 eV
Kohn-Sham gap = 0.3623 Eh
Multiplicity = 1
HOMO energy = -9.4888 eV

Just the natural (NBO) charges please, in e? Sure, here they are: atom 1 (C): 0.072, atom 2 (C): -0.174, atom 3 (C): -0.636, atom 4 (O): -0.533, atom 5 (I): 0.187, atom 6 (H): 0.179, atom 7 (H): 0.239, atom 8 (H): 0.228, atom 9 (H): 0.217, atom 10 (H): 0.220


Referenced to the most stable arrangement, the calculated values in hartree are 1 0.0958; 2 0.0639; 3 0.0000.


1 | Formula: C4H8INS
Source: the OMol25 dataset
Level of theory: the ωB97M-V functional and the def2-TZVPD basis

Geometry as XYZ:
```
15
Properties=species:S:1:pos:R:3
C 0.01 -1.20 -1.30
C -0.34 -0.35 -0.07
C -0.10 -1.14 1.21
I -2.62 -0.02 -0.04
N 0.37 0.84 -0.12
C 0.02 2.01 0.00
S 1.21 3.31 -0.01
H 1.03 -1.53 -1.28
H -0.09 -0.75 -2.32
H -0.58 -2.11 -1.14
H -0.39 -0.71 2.19
H 0.93 -1.18 1.24
H -0.65 -2.14 1.16
H -0.96 2.37 0.02
H 2.15 2.61 0.44
```

E_LUMO = 0.46 eV
SMILES = CC(C)(I)/N=C/S
Kohn-Sham gap = 0.3544 Eh
Multiplicity = 1
HOMO energy = -9.1859 eV

Just the natural (NBO) charges please, in e? Sure, here they are: atom 1 (C): -0.647, atom 2 (C): 0.182, atom 3 (C): -0.653, atom 4 (I): -0.139, atom 5 (N): -0.478, atom 6 (C): 0.023, atom 7 (S): 0.039, atom 8 (H): 0.221, atom 9 (H): 0.236, atom 10 (H): 0.222, atom 11 (H): 0.234, atom 12 (H): 0.217, atom 13 (H): 0.232, atom 14 (H): 0.193, atom 15 (H): 0.119


2 | Formula: C4H8INS
Source: the OMol25 dataset
Level of theory: the ωB97M-V functional and the def2-TZVPD basis

Geometry as XYZ:
```
15
Properties=species:S:1:pos:R:3
C 1.82 -1.07 -0.22
C 0.70 -0.33 -0.10
C -0.68 -1.00 0.32
N 0.55 1.04 -0.15
C 1.44 1.92 -0.63
S 1.18 3.50 -0.74
H 1.65 -2.13 -0.32
H 2.67 -0.59 -0.60
H -0.57 -2.01 -0.02
H -1.58 -0.56 -0.17
H -0.73 -1.01 1.38
H -0.38 1.40 0.01
H 2.47 1.47 -1.01
I -5.08 -0.13 1.25
H -3.45 -0.50 0.99
```

E_LUMO = 0.17 eV
SMILES = C=C(C)NC=S.I
Kohn-Sham gap = 0.3262 Eh
Multiplicity = 1
HOMO energy = -8.7106 eV

Just the natural (NBO) charges please, in e? Sure, here they are: atom 1 (C): -0.502, atom 2 (C): 0.223, atom 3 (C): -0.647, atom 4 (N): -0.600, atom 5 (C): -0.089, atom 6 (S): -0.075, atom 7 (H): 0.215, atom 8 (H): 0.201, atom 9 (H): 0.227, atom 10 (H): 0.206, atom 11 (H): 0.226, atom 12 (H): 0.411, atom 13 (H): 0.206, atom 14 (I): -0.093, atom 15 (H): 0.090


Referenced to the most stable arrangement, the calculated values in hartree are 1 0.0000; 2 0.0165.


1 | Formula: C24H43ClN6O6S2
Source: the OMol25 dataset
Level of theory: the ωB97M-V functional and the def2-TZVPD basis

Geometry as XYZ:
```
82
Properties=species:S:1:pos:R:3
C -3.71 -2.42 -1.55
C -2.53 -3.33 -1.93
S -1.12 -3.32 -0.79
C -0.78 -1.54 -0.76
C 0.72 -1.22 -0.90
C 1.03 -1.39 -2.40
C 2.48 -1.70 -2.90
N 2.74 -0.85 -4.05
N 3.54 -1.42 -1.93
N 2.47 -3.11 -3.30
O 1.43 -2.29 -0.25
C 2.31 -1.86 0.66
O 2.98 -2.62 1.29
C 2.33 -0.35 0.77
C 2.44 0.03 2.25
C 3.72 0.81 2.62
S 4.73 0.06 3.95
C 5.70 -1.02 3.01
N 5.84 -2.30 3.12
N 6.78 -2.68 2.16
C 7.12 -1.60 1.56
O 6.51 -0.50 2.03
C 1.17 0.15 -0.17
C 1.75 1.15 -1.19
C 0.91 1.83 -2.26
O 1.39 2.75 -2.87
N -0.39 1.30 -2.64
C -1.50 2.21 -2.28
C -0.39 1.13 -4.11
C 0.01 0.83 0.59
C 0.03 2.34 0.87
C -1.19 2.70 1.71
Cl 1.50 3.01 1.66
H -4.61 -3.00 -1.36
H -3.95 -1.72 -2.36
H -3.51 -1.83 -0.66
H -2.86 -4.37 -1.95
H -2.16 -3.09 -2.93
H -1.20 -1.14 0.15
H -1.30 -1.09 -1.61
H 0.62 -0.57 -2.98
H 0.45 -2.27 -2.68
H 3.70 -0.96 -4.37
H 2.11 -1.08 -4.81
H 4.11 -2.23 -1.74
H 4.13 -0.65 -2.22
H 3.30 -3.30 -3.85
H 2.48 -3.72 -2.48
H 3.26 -0.09 0.26
H 2.44 -0.89 2.84
H 1.59 0.61 2.59
H 3.49 1.80 3.02
H 4.38 0.92 1.76
H 7.82 -1.50 0.75
H 2.22 1.97 -0.64
H 2.55 0.69 -1.77
H -1.22 3.26 -2.44
H -1.84 2.05 -1.26
H -2.34 1.98 -2.94
H -0.61 2.07 -4.63
H -1.15 0.39 -4.36
H 0.57 0.77 -4.45
H -0.89 0.72 -0.01
H -0.20 0.31 1.53
H -0.01 2.90 -0.06
H -1.52 3.73 1.51
H -0.96 2.63 2.78
H -2.02 2.03 1.48
C -6.61 2.12 4.57
C -5.55 2.65 3.63
O -4.32 1.93 3.76
C -4.07 0.78 3.09
C -5.18 0.10 2.33
O -2.96 0.32 3.15
H -6.89 1.09 4.33
H -7.51 2.74 4.50
H -6.25 2.15 5.60
H -5.88 2.66 2.60
H -5.28 3.67 3.89
H -5.65 -0.63 3.00
H -4.74 -0.45 1.51
H -5.95 0.76 1.95
```

E_LUMO = 0.29 eV
SMILES = CCSC[C@]1(CC(N)(N)N)OC(=O)[C@H](CCSc2nnco2)[C@]1(CC(=O)N(C)C)C[C@@H](C)Cl.CCOC(C)=O
Kohn-Sham gap = 0.3209 Eh
Multiplicity = 1
HOMO energy = -8.4477 eV

Just the Mulliken charges please, in e? Sure, here they are: atom 1 (C): -0.592, atom 2 (C): -0.472, atom 3 (S): -0.190, atom 4 (C): -1.711, atom 5 (C): 1.646, atom 6 (C): -1.858, atom 7 (C): 0.287, atom 8 (N): -0.558, atom 9 (N): -0.474, atom 10 (N): -0.747, atom 11 (O): -0.373, atom 12 (C): -0.355, atom 13 (O): -0.661, atom 14 (C): 0.423, atom 15 (C): -1.039, atom 16 (C): -1.190, atom 17 (S): -0.268, atom 18 (C): 0.610, atom 19 (N): -0.257, atom 20 (N): -0.392, atom 21 (C): 0.026, atom 22 (O): -0.278, atom 23 (C): 3.218, atom 24 (C): -2.139, atom 25 (C): -0.588, atom 26 (O): -0.571, atom 27 (N): 0.511, atom 28 (C): -1.189, atom 29 (C): -1.340, atom 30 (C): -2.959, atom 31 (C): 0.833, atom 32 (C): -1.520, atom 33 (Cl): -0.237, atom 34 (H): 0.357, atom 35 (H): 0.282, atom 36 (H): -0.150, atom 37 (H): 0.480, atom 38 (H): 0.291, atom 39 (H): 0.959, atom 40 (H): 0.289, atom 41 (H): -0.528, atom 42 (H): 1.298, atom 43 (H): 0.270, atom 44 (H): 0.255, atom 45 (H): 0.240, atom 46 (H): 0.275, atom 47 (H): 0.275, atom 48 (H): 0.306, atom 49 (H): 0.293, atom 50 (H): 0.890, atom 51 (H): 0.447, atom 52 (H): 0.378, atom 53 (H): 0.440, atom 54 (H): 0.426, atom 55 (H): 0.992, atom 56 (H): 0.614, atom 57 (H): 0.377, atom 58 (H): 0.202, atom 59 (H): 0.419, atom 60 (H): 0.408, atom 61 (H): 0.309, atom 62 (H): 0.428, atom 63 (H): 0.629, atom 64 (H): 0.925, atom 65 (H): 0.333, atom 66 (H): 0.430, atom 67 (H): 0.456, atom 68 (H): 0.083, atom 69 (C): -0.993, atom 70 (C): -0.405, atom 71 (O): -0.351, atom 72 (C): 0.844, atom 73 (C): -0.780, atom 74 (O): -0.543, atom 75 (H): 0.282, atom 76 (H): 0.358, atom 77 (H): 0.300, atom 78 (H): 0.341, atom 79 (H): 0.339, atom 80 (H): 0.304, atom 81 (H): -0.018, atom 82 (H): 0.344


2 | Formula: C24H43ClN6O6S2
Source: the OMol25 dataset
Level of theory: the ωB97M-V functional and the def2-TZVPD basis

Geometry as XYZ:
```
82
Properties=species:S:1:pos:R:3
C -1.71 2.80 3.50
C -0.89 1.78 4.31
S 0.56 1.08 3.47
C -0.21 0.55 1.91
C 0.18 -0.90 1.47
C -0.74 -1.81 2.31
C -0.34 -3.28 2.60
N -1.51 -4.12 2.36
N 0.74 -3.82 1.76
N 0.03 -3.33 4.03
O 1.47 -1.15 2.03
C 2.36 -1.57 1.12
O 3.48 -1.80 1.42
C 1.73 -1.69 -0.24
C 2.75 -1.18 -1.27
C 3.20 -2.26 -2.29
S 5.02 -2.52 -2.37
C 5.19 -3.76 -1.16
N 5.84 -3.74 -0.05
N 5.69 -5.01 0.52
C 4.95 -5.67 -0.30
O 4.60 -4.97 -1.40
C 0.27 -1.11 -0.11
C -0.73 -2.17 -0.61
C -2.23 -1.92 -0.66
O -2.91 -2.71 -1.23
N -2.84 -0.80 0.04
C -3.38 0.18 -0.92
C -3.99 -1.33 0.81
C 0.05 0.18 -0.93
C -0.44 0.09 -2.37
C -0.44 1.50 -2.97
Cl 0.47 -1.00 -3.47
H -1.70 3.78 3.97
H -2.75 2.48 3.43
H -1.34 2.93 2.49
H -0.51 2.27 5.20
H -1.53 0.96 4.63
H 0.07 1.28 1.18
H -1.29 0.57 2.05
H -1.76 -1.80 1.96
H -0.78 -1.33 3.28
H -1.26 -5.10 2.43
H -2.24 -3.89 3.02
H 1.51 -4.16 2.32
H 0.42 -4.53 1.12
H 0.01 -4.31 4.30
H 0.96 -2.96 4.18
H 1.58 -2.76 -0.34
H 3.65 -0.86 -0.76
H 2.39 -0.34 -1.85
H 2.96 -1.97 -3.30
H 2.77 -3.23 -2.06
H 4.62 -6.69 -0.18
H -0.47 -2.46 -1.63
H -0.64 -3.09 -0.03
H -3.82 -0.31 -1.79
H -2.65 0.93 -1.20
H -4.19 0.72 -0.42
H -4.88 -1.46 0.20
H -4.19 -0.65 1.63
H -3.73 -2.29 1.25
H -0.72 0.75 -0.43
H 0.93 0.81 -0.90
H -1.46 -0.29 -2.43
H -1.23 1.58 -3.72
H 0.50 1.70 -3.47
H -0.64 2.23 -2.20
C -0.31 7.59 -3.46
C -0.80 6.16 -3.53
O 0.18 5.23 -3.08
C 0.33 4.89 -1.78
C -0.38 5.69 -0.71
O 1.08 3.99 -1.50
H -0.11 7.89 -2.43
H -1.05 8.27 -3.87
H 0.62 7.70 -4.02
H -1.74 6.02 -3.00
H -0.98 5.88 -4.57
H 0.28 6.49 -0.38
H -0.58 5.03 0.13
H -1.33 6.12 -1.04
```

E_LUMO = 0.27 eV
SMILES = CCSC[C@]1(CC(N)(N)N)OC(=O)[C@H](CCSc2nnco2)[C@]1(CC(=O)N(C)C)C[C@@H](C)Cl.CCOC(C)=O
Kohn-Sham gap = 0.3180 Eh
Multiplicity = 1
HOMO energy = -8.3783 eV

Just the Mulliken charges please, in e? Sure, here they are: atom 1 (C): -0.692, atom 2 (C): -0.465, atom 3 (S): -0.179, atom 4 (C): -1.854, atom 5 (C): 1.361, atom 6 (C): -2.278, atom 7 (C): 0.388, atom 8 (N): -0.579, atom 9 (N): -0.469, atom 10 (N): -0.760, atom 11 (O): -0.365, atom 12 (C): -0.392, atom 13 (O): -0.643, atom 14 (C): 0.339, atom 15 (C): -1.042, atom 16 (C): -1.156, atom 17 (S): -0.273, atom 18 (C): 0.587, atom 19 (N): -0.224, atom 20 (N): -0.402, atom 21 (C): 0.016, atom 22 (O): -0.274, atom 23 (C): 3.278, atom 24 (C): -2.190, atom 25 (C): -0.692, atom 26 (O): -0.563, atom 27 (N): 0.631, atom 28 (C): -1.270, atom 29 (C): -1.302, atom 30 (C): -2.927, atom 31 (C): 0.854, atom 32 (C): -1.651, atom 33 (Cl): -0.243, atom 34 (H): 0.354, atom 35 (H): 0.262, atom 36 (H): -0.043, atom 37 (H): 0.458, atom 38 (H): 0.311, atom 39 (H): 0.989, atom 40 (H): 0.451, atom 41 (H): -0.035, atom 42 (H): 1.085, atom 43 (H): 0.276, atom 44 (H): 0.254, atom 45 (H): 0.231, atom 46 (H): 0.283, atom 47 (H): 0.273, atom 48 (H): 0.315, atom 49 (H): 0.290, atom 50 (H): 0.961, atom 51 (H): 0.359, atom 52 (H): 0.414, atom 53 (H): 0.427, atom 54 (H): 0.434, atom 55 (H): 1.050, atom 56 (H): 0.601, atom 57 (H): 0.393, atom 58 (H): 0.181, atom 59 (H): 0.481, atom 60 (H): 0.398, atom 61 (H): 0.315, atom 62 (H): 0.468, atom 63 (H): 0.869, atom 64 (H): 1.006, atom 65 (H): 0.288, atom 66 (H): 0.417, atom 67 (H): 0.485, atom 68 (H): 0.103, atom 69 (C): -1.003, atom 70 (C): -0.401, atom 71 (O): -0.348, atom 72 (C): 0.859, atom 73 (C): -0.927, atom 74 (O): -0.550, atom 75 (H): 0.278, atom 76 (H): 0.365, atom 77 (H): 0.300, atom 78 (H): 0.343, atom 79 (H): 0.339, atom 80 (H): 0.298, atom 81 (H): 0.123, atom 82 (H): 0.350


Referenced to the most stable arrangement, the calculated values in hartree are 1 0.0000; 2 0.0086.


1 | Formula: ClHNO2S
Source: the OMol25 dataset
Level of theory: the ωB97M-V functional and the def2-TZVPD basis

Geometry as XYZ:
```
6
Properties=species:S:1:pos:R:3
N 0.24 -1.10 -0.06
O -3.35 0.45 -1.70
O -1.95 2.33 -0.97
S -2.13 1.26 -1.97
Cl -1.26 -0.71 -0.73
H 0.63 -2.01 -0.20
```

E_LUMO (alpha / beta) = 3.56 / 3.56 eV
Kohn-Sham gap (alpha / beta) = 0.2272 / 0.2273 Eh
Net charge = -1
Multiplicity = 1
HOMO energy (alpha / beta) = -2.6251 / -2.6269 eV

Just the natural (NBO) charges please, in e? Sure, here they are: atom 1 (N): -1.078, atom 2 (O): -0.934, atom 3 (O): -0.920, atom 4 (S): 1.504, atom 5 (Cl): 0.129, atom 6 (H): 0.299


2 | Formula: ClHNO2S
Source: the OMol25 dataset
Level of theory: the ωB97M-V functional and the def2-TZVPD basis

Geometry as XYZ:
```
6
Properties=species:S:1:pos:R:3
N -0.50 0.48 -0.33
S -0.90 1.07 0.98
O -1.38 2.43 0.84
O -0.05 0.65 2.05
Cl -2.73 -0.13 1.55
H -0.07 -0.46 -0.19
```

E_LUMO = 4.07 eV
SMILES = N=[S@](=O)([O-])Cl
Kohn-Sham gap = 0.3351 Eh
Net charge = -1
Multiplicity = 1
HOMO energy = -5.0505 eV

Just the natural (NBO) charges please, in e? Sure, here they are: atom 1 (N): -1.199, atom 2 (S): 2.309, atom 3 (O): -0.944, atom 4 (O): -0.977, atom 5 (Cl): -0.549, atom 6 (H): 0.360


3 | Formula: ClHNO2S
Source: the OMol25 dataset
Level of theory: the ωB97M-V functional and the def2-TZVPD basis

Geometry as XYZ:
```
6
Properties=species:S:1:pos:R:3
N 0.40 -0.05 -0.83
O 0.24 1.24 1.39
O -0.07 -1.22 1.60
S -0.46 0.04 0.94
Cl -0.64 0.99 -1.92
H 0.52 -0.99 -1.17
```

E_LUMO = 3.77 eV
Kohn-Sham gap = 0.2810 Eh
Net charge = -1
Multiplicity = 1
HOMO energy = -3.8790 eV

Just the natural (NBO) charges please, in e? Sure, here they are: atom 1 (N): -0.837, atom 2 (O): -1.007, atom 3 (O): -1.026, atom 4 (S): 1.592, atom 5 (Cl): -0.058, atom 6 (H): 0.337


Referenced to the most stable arrangement, the calculated values in hartree are 1 0.1168; 2 0.0000; 3 0.0490.